8 unconnected molecules or ions with the total composition C32H88N8O8, computed with ωB97M-V with the def2-TZVPD basis set.

XYZ file:
```
136
Properties=species:S:1:pos:R:3:mulliken_charge:R:1
C 0.0594 -6.2506 -6.7644 -1.35
C -0.9838 -5.6337 -5.8586 0.57
C -0.3988 -4.5497 -4.9833 -0.67
O -1.4125 -3.9638 -4.2179 -0.39
C -0.9349 -2.8943 -3.4525 -0.54
N -2.0489 -5.0338 -6.7255 -0.78
H 0.4376 -5.5894 -7.5358 0.35
H -0.2084 -7.2283 -7.1709 0.34
H 0.9295 -6.5658 -6.1517 0.32
H -1.5060 -6.3474 -5.2141 0.31
H 0.1598 -3.7887 -5.5623 0.38
H 0.3970 -4.9077 -4.3022 0.20
H -1.7281 -2.2329 -3.1334 0.22
H -0.1150 -2.3573 -3.9492 0.34
H -0.4555 -3.2834 -2.5375 0.14
H -2.9114 -5.5633 -6.6292 0.26
H -2.3342 -4.1298 -6.3497 0.27
C 3.3104 3.8171 2.5871 -1.43
C 3.6411 5.0987 1.8115 0.57
C 2.7130 5.3357 0.6442 -0.16
O 1.3542 5.3311 1.1094 -0.46
C 0.3874 4.8845 0.1871 -0.34
N 3.6065 6.3019 2.7120 -0.81
H 4.0835 3.6453 3.3375 0.38
H 3.2069 2.9014 1.9909 0.32
H 2.3296 3.8893 3.0708 0.34
H 4.6868 4.9592 1.5072 0.18
H 2.9829 4.6712 -0.1784 -0.10
H 2.8126 6.3832 0.3171 0.30
H 0.3026 3.7863 0.1787 0.04
H 0.5577 5.2581 -0.8248 0.15
H -0.5888 5.2028 0.5569 0.37
H 2.6309 6.6035 2.7318 0.32
H 3.8051 6.0164 3.6678 0.26
C -6.4106 -1.8225 4.1378 -1.52
C -5.0675 -1.2414 3.7430 0.21
C -4.3092 -0.6479 4.9106 -0.43
O -3.9989 -1.6589 5.8591 -0.35
C -3.5707 -1.1252 7.0738 -0.82
N -4.2844 -2.2965 3.0878 -0.59
H -6.9960 -1.8685 3.2088 0.41
H -7.0047 -1.2459 4.8416 0.36
H -6.3594 -2.8675 4.4436 0.32
H -5.1686 -0.4726 2.9721 0.33
H -4.8134 0.1777 5.4360 0.61
H -3.3579 -0.2207 4.5352 0.14
H -2.6786 -0.4867 6.9308 0.30
H -3.2184 -1.9357 7.7168 0.27
H -4.3192 -0.5498 7.6325 0.36
H -3.2876 -2.0959 3.0379 0.13
H -4.3483 -3.1546 3.6281 0.32
C -1.8757 1.0459 1.8813 -1.16
C -1.5305 0.7700 0.4237 0.98
C -1.6854 -0.7283 0.1044 -0.34
O -0.8416 -1.1637 -0.9557 -0.22
C 0.4623 -1.4456 -0.5335 -0.26
N -2.4521 1.6106 -0.4134 -0.65
H -2.8552 0.6656 2.1948 -0.14
H -1.9337 2.1254 2.0130 0.53
H -1.1554 0.5570 2.5454 0.21
H -0.4954 1.0360 0.1932 0.08
H -2.6820 -0.9342 -0.2902 0.48
H -1.4556 -1.3391 0.9881 -0.31
H 0.5111 -1.8130 0.5051 0.12
H 1.0183 -0.4979 -0.4557 0.25
H 0.9930 -2.1261 -1.1906 -0.07
H -2.1368 1.6394 -1.3868 0.16
H -3.2882 1.0292 -0.5120 0.29
C 0.9206 -2.0594 3.5071 -0.71
C -0.1443 -2.9513 4.1081 0.19
C -0.5848 -2.4551 5.4564 -0.24
O 0.5624 -2.2924 6.2729 -0.39
C 0.2503 -1.7880 7.5694 -0.68
N -1.2740 -3.0761 3.1952 -0.18
H 0.4574 -1.0856 3.2980 0.02
H 1.3100 -2.4368 2.5541 -0.18
H 1.8041 -1.9437 4.1277 0.46
H 0.3941 -3.9085 4.2484 0.14
H -1.4007 -3.0165 5.9296 0.41
H -0.9702 -1.4200 5.3177 -0.03
H 1.1719 -1.8245 8.1455 0.27
H -0.4949 -2.4278 8.0532 0.26
H -0.0679 -0.7414 7.4786 0.29
H -0.9981 -3.3733 2.2655 0.05
H -1.8739 -3.8186 3.5495 0.33
C 2.2020 -5.4956 -0.1201 -1.30
C 3.1737 -4.4331 -0.5924 1.37
C 4.1631 -4.0243 0.4640 -0.88
O 4.9186 -2.9262 0.0568 -0.21
C 6.2840 -3.1753 -0.1730 -0.78
N 3.9496 -5.0986 -1.7056 -0.79
H 2.6779 -6.4216 0.2031 0.38
H 1.5111 -5.8181 -0.9072 0.30
H 1.5324 -5.1215 0.6702 0.19
H 2.5985 -3.5679 -0.9385 -0.29
H 4.7443 -4.8954 0.7816 0.46
H 3.5744 -3.7332 1.3452 0.22
H 6.4606 -3.7133 -1.1147 0.32
H 6.8046 -3.7172 0.6297 0.30
H 6.8304 -2.2316 -0.2455 0.24
H 3.4964 -4.9147 -2.6025 0.26
H 4.8196 -4.5791 -1.8329 0.24
C 5.2953 2.1533 -1.3639 -1.47
C 4.0546 2.6582 -2.0714 1.18
C 4.1693 4.0731 -2.5424 -1.13
O 2.8690 4.4939 -2.9055 -0.21
C 2.6950 5.8737 -3.0360 -0.71
N 3.7075 1.8300 -3.2238 -0.74
H 5.1654 1.1014 -1.0911 0.33
H 5.5223 2.6882 -0.4428 0.28
H 6.1370 2.1589 -2.0627 0.37
H 3.1820 2.6226 -1.3923 0.01
H 4.7976 4.1701 -3.4331 0.60
H 4.5689 4.6653 -1.7071 0.32
H 3.5620 6.3043 -3.5450 0.38
H 2.4407 6.2930 -2.0650 0.17
H 1.8650 6.0355 -3.7265 0.22
H 2.9526 2.2519 -3.7409 0.24
H 3.5897 0.8614 -3.0111 0.23
C -5.2504 4.4340 -2.5544 -1.35
C -4.5984 4.7504 -3.8841 0.58
C -3.2777 4.0512 -4.0869 -0.68
O -2.5630 4.0784 -2.8744 -0.23
C -1.1882 4.2544 -3.1338 -0.60
N -5.5020 4.5191 -5.0068 -0.67
H -4.6480 4.6666 -1.6764 0.31
H -5.3845 3.3414 -2.4635 0.25
H -6.2568 4.8444 -2.4739 0.38
H -4.3272 5.8111 -3.7773 0.11
H -2.7116 4.5615 -4.8739 0.39
H -3.3609 2.9887 -4.3705 0.30
H -0.9134 3.7016 -4.0393 0.43
H -0.6218 3.8574 -2.2981 -0.06
H -1.0423 5.3244 -3.3020 0.33
H -5.4801 3.5328 -5.2289 0.25
H -6.4225 4.8484 -4.7662 0.26
```

Properties
- 2S+1: 1
- Charge: 0
- Electronic energy: -62906.40473 eV
- Structure (SMILES): COC[C@H](C)N.COC[C@H](C)N.COC[C@H](C)N.COC[C@H](C)N.COC[C@H](C)N.COC[C@H](C)N.COC[C@H](C)N.COC[C@H](C)N
- HOMO energy: -9.05 eV
- Maximum force: 2.2 eV Å⁻¹
- Orbital gap: 9.45 eV
- ΔE to the lowest compared entry with this formula, charge and spin: 227.9 kJ/mol

A gas-phase ion, C5H7ClN5S (charge +1), computed with ωB97M-V with the def2-TZVPD basis set.

XYZ file:
```
19
Properties=species:S:1:pos:R:3:mulliken_charge:R:1
C 0.1781 -1.0179 -1.1869 -0.29
C 0.2971 1.1049 1.6188 -0.30
C 1.0209 -2.2654 0.5874 0.46
C 0.1010 0.2786 -0.4275 0.15
C -1.1825 0.9054 0.0689 0.55
N 0.6569 -2.0936 -0.6631 -0.41
N -0.9728 1.3794 1.3379 -0.56
N 0.9909 0.4860 0.6759 0.07
N 0.4289 -2.6052 1.6027 -0.49
N -2.3217 0.8597 -0.6442 -0.31
S 0.8288 1.5266 -1.7761 -0.07
Cl 2.8396 -2.1682 0.6349 -0.20
H 0.0668 -0.9938 -2.1856 0.61
H 0.6630 1.3349 2.6074 0.44
H 1.9302 0.0592 0.6865 0.22
H 0.7519 -2.9719 2.4626 0.29
H -2.4264 0.9684 -1.6214 0.28
H -3.0424 1.3523 -0.1242 0.34
H 2.0343 1.0999 -1.4932 0.22
```

Properties
- 2S+1: 1
- Charge: +1
- Electronic energy: -36098.07217 eV
- Structure (SMILES): [H]/N=C(Cl)/N=C\[C@]1(S)NC=NC1=[NH2+]
- HOMO energy: -13.68 eV
- Maximum force: 5.6 eV Å⁻¹
- Orbital gap: 8.21 eV
- ΔE to the lowest compared entry with this formula, charge and spin: 41.9 kJ/mol

A gas-phase ion, C2H4NO2 (charge +1), computed with ωB97M-V with the def2-TZVPD basis set.

XYZ file:
```
9
Properties=species:S:1:pos:R:3:mulliken_charge:R:1
C -0.6645 -1.0599 -0.9588 0.39
C -0.3718 0.1832 -0.2739 0.05
N 0.6053 0.5420 0.8075 -0.30
O -0.9366 -2.1784 -1.0833 -0.29
O 0.1647 -0.0260 -1.5907 -0.33
H -1.2689 0.7609 -0.1079 0.32
H 0.2058 1.4189 1.1394 0.38
H 1.6895 0.5323 0.5621 0.43
H 0.5765 -0.1729 1.5055 0.36
```

Properties
- 2S+1: 1
- Charge: +1
- Electronic energy: -7713.85451 eV
- Structure (SMILES): [NH3+][C@H]1OC1=O
- HOMO energy: -15.85 eV
- Maximum force: 3.1 eV Å⁻¹
- Orbital gap: 11.13 eV
- ΔE to the lowest compared entry with this formula, charge and spin: 202.8 kJ/mol